Record 1
{"formula": "C20H26F2I2NO6P", "method": "ωB97M-V with the def2-TZVPD basis set", "charge": 0, "smiles": "CC1=C(N(C(=O)F)C(=O)F)C(=O)C(P(C)C)=C([C@@H](I)[C@H](C)I)C1=O.CC(C)=O.CC(C)=O", "homo_lumo_gap_ev": 6.56, "species": ["C", "C", "C", "N", "C", "O", "F", "C", "O", "F", "C", "O", "C", "P", "C", "C", "C", "C", "I", "C", "C", "I", "C", "O", "H", "H", "H", "H", "H", "H", "H", "H", "H", "H", "H", "H", "H", "H", "C", "C", "C", "O", "H", "H", "H", "H", "H", "H", "C", "C", "C", "O", "H", "H", "H", "H", "H", "H"], "xyz": [[-2.1223, -2.8049, 4.5962], [-2.2964, -2.2931, 3.2055], [-3.4227, -1.8179, 2.6668], [-4.6493, -1.7752, 3.4248], [-5.1115, -0.4747, 3.6693], [-4.6462, 0.5345, 3.2652], [-6.1204, -0.5117, 4.5348], [-5.6672, -2.6896, 3.0389], [-6.7314, -2.4363, 2.6062], [-5.2427, -3.9337, 3.2651], [-3.4537, -1.3533, 1.2532], [-4.5185, -1.2972, 0.6689], [-2.1634, -0.9419, 0.6296], [-2.1347, 0.2454, -0.7845], [-3.3041, -0.4575, -2.0076], [-3.1858, 1.6066, -0.1002], [-1.0130, -1.4124, 1.1458], [0.3904, -1.1580, 0.6682], [0.7186, -1.8198, -1.3493], [0.9766, 0.2556, 0.8508], [2.4378, 0.1509, 1.2788], [-0.0275, 1.3746, 2.4071], [-1.0743, -2.3185, 2.3403], [-0.1508, -3.0553, 2.6330], [-1.4528, -2.1250, 5.1261], [-1.6324, -3.7761, 4.5614], [-3.0731, -2.8710, 5.1150], [-4.2936, -0.6429, -1.5994], [-2.9168, -1.3856, -2.4242], [-3.3924, 0.2913, -2.7961], [-2.5385, 2.2573, 0.4831], [-3.9817, 1.2130, 0.5323], [-3.6141, 2.1510, -0.9393], [1.0234, -1.8335, 1.2358], [0.9283, 0.8211, -0.0760], [2.9860, -0.4090, 0.5148], [2.8930, 1.1331, 1.3795], [2.5325, -0.3936, 2.2185], [0.3695, 1.5408, -5.3883], [1.0079, 1.6446, -4.0224], [2.4999, 1.8603, -3.9770], [0.3504, 1.5510, -3.0122], [-0.7012, 1.3827, -5.2811], [0.5448, 2.4575, -5.9536], [0.8038, 0.7061, -5.9410], [2.7570, 2.7902, -4.4885], [3.0157, 1.0369, -4.4731], [2.8320, 1.9110, -2.9468], [6.1058, 1.4602, 0.0134], [6.0301, 1.5624, -1.4905], [7.2758, 2.0285, -2.2036], [5.0206, 1.2843, -2.0946], [5.1515, 1.1154, 0.4035], [6.8888, 0.7570, 0.3015], [6.3416, 2.4349, 0.4436], [8.1020, 1.3463, -1.9974], [7.5552, 3.0241, -1.8556], [7.0934, 2.0593, -3.2749]], "forces_ev_per_a": [[-0.06, 0.04, -0.25], [-0.25, 0.13, 0.04], [0.60, -0.40, 0.45], [-0.39, 0.20, -0.65], [0.13, 0.20, 0.00], [0.05, -0.17, 0.15], [-0.10, 0.02, -0.09], [0.07, 0.08, 0.13], [0.01, -0.13, 0.29], [0.10, 0.00, -0.20], [-0.44, 0.15, -0.11], [0.36, -0.04, 0.29], [0.06, -0.15, -0.08], [0.29, 0.47, -0.19], [-0.23, -0.13, 0.13], [0.14, -0.54, 0.25], [-0.36, -0.04, -0.23], [-0.02, 0.17, 0.26], [0.05, -0.12, 0.01], [0.53, -0.21, -0.01], [0.00, -0.21, -0.24], [-0.04, 0.01, -0.15], [0.41, -0.37, 0.07], [-0.40, 0.41, -0.08], [0.00, -0.03, 0.09], [-0.01, -0.03, 0.06], [0.00, -0.01, 0.05], [-0.02, 0.00, 0.05], [0.09, 0.03, -0.10], [0.13, -0.07, -0.10], [-0.12, 0.14, 0.01], [-0.10, 0.19, -0.06], [0.03, 0.07, -0.02], [-0.04, -0.08, 0.00], [-0.48, 0.25, 0.14], [0.01, 0.04, -0.05], [-0.01, 0.03, 0.03], [-0.01, 0.08, 0.06], [-0.13, -0.02, 0.11], [0.07, -0.03, 0.00], [-0.18, 0.03, 0.10], [-0.05, 0.06, 0.01], [0.01, 0.00, 0.01], [0.07, -0.04, -0.06], [0.06, 0.05, -0.05], [0.04, -0.06, -0.09], [0.03, 0.05, -0.07], [0.04, -0.02, 0.04], [-0.15, -0.05, -0.04], [0.01, 0.00, 0.01], [-0.11, -0.03, -0.13], [0.04, -0.01, 0.03], [0.01, 0.00, -0.01], [0.06, 0.07, 0.02], [0.09, -0.02, 0.01], [0.04, 0.06, 0.07], [0.07, -0.03, 0.06], [0.00, 0.00, 0.00]], "lowdin_charge": [0.0067, -0.0898, -0.0806, 0.1231, -0.4741, 0.2066, 0.1628, -0.4688, 0.2200, 0.1570, -0.3048, 0.1218, -0.2663, 0.9070, -0.2815, -0.2646, -0.2963, -0.7470, 0.9100, -0.7968, -0.2076, 0.9089, -0.2813, 0.1248, 0.1032, 0.0947, 0.0837, 0.0290, 0.0322, 0.0367, -0.0036, 0.0284, 0.0412, 0.0553, 0.0453, 0.0682, 0.0591, 0.0746, -0.0237, -0.5070, -0.0252, 0.0157, 0.0774, 0.0829, 0.0837, 0.0877, 0.0890, 0.0571, -0.0125, -0.4910, -0.0220, 0.0643, 0.0573, 0.0884, 0.0886, 0.0853, 0.0854, 0.0812]}

***

Record 2
{"formula": "C20H26IrN3O6P", "method": "ωB97M-V with the def2-TZVPD basis set", "charge": 2, "homo_lumo_gap_ev": [7.11, 4.70], "spin_multiplicity": 6, "species": ["C", "C", "C", "C", "C", "C", "C", "C", "N", "Ir", "C", "P", "H", "H", "H", "H", "H", "H", "H", "H", "C", "C", "H", "C", "C", "H", "H", "H", "H", "H", "H", "H", "H", "H", "H", "H", "H", "H", "H", "O", "C", "O", "C", "C", "C", "C", "C", "C", "N", "O", "O", "N", "O", "O", "H", "H", "H"], "xyz": [[-2.7480, 0.1721, -4.2174], [-2.2445, -0.9810, -3.6065], [-1.4461, -0.9451, -2.4400], [-1.1193, 0.3413, -1.9362], [-1.3928, 1.4788, -2.6918], [-2.2476, 1.4021, -3.7995], [-1.2483, -2.2427, -1.6769], [-0.0756, -3.2892, -1.8210], [1.2267, -3.0312, -2.3407], [-0.6496, 0.9007, 0.1140], [-0.9331, 2.8166, -2.2063], [0.2516, 2.5315, -0.8560], [-2.5711, -1.9526, -3.9750], [-2.5962, 2.3398, -4.2335], [-3.4624, 0.1133, -5.0464], [-1.7993, 3.3646, -1.8207], [-0.4557, 3.4503, -2.9598], [-1.2656, -2.0139, -0.6095], [-2.1635, -2.8375, -1.8364], [0.1221, -3.6709, -0.7966], [0.7538, 4.0356, -0.0405], [1.6252, 1.8070, -1.7749], [-0.5167, -4.1111, -2.4130], [1.4460, -2.5451, -3.6735], [2.3870, -3.0297, -1.4690], [0.9139, 1.0562, 0.8945], [1.9305, -3.3181, -4.3145], [0.4905, -2.2515, -4.1559], [2.1274, -1.6571, -3.6571], [3.1498, -3.7640, -1.7861], [2.8953, -2.0475, -1.4676], [2.0974, -3.2826, -0.4442], [2.1256, 2.5720, -2.3642], [2.3362, 1.3338, -1.1020], [1.2377, 1.0246, -2.4305], [0.5832, 4.9300, -0.6667], [0.2098, 4.1274, 0.9137], [1.8317, 3.9619, 0.1873], [0.9782, 0.3361, 0.5311], [-0.3763, -2.2653, 1.6248], [-0.8434, -1.1683, 1.8866], [-1.6261, -0.4406, 1.0747], [-0.5995, -0.5162, 3.2352], [-1.0324, 0.7934, 3.4956], [-0.5000, 1.4827, 4.5933], [0.1954, 0.8036, 5.5967], [0.5128, -0.5420, 5.3884], [0.1899, -1.1847, 4.1765], [1.2205, -1.2837, 6.3956], [1.5129, -0.7458, 7.4808], [1.5180, -2.4659, 6.1456], [-0.4609, 2.9224, 4.5517], [-0.8558, 3.5047, 3.5182], [0.0002, 3.5411, 5.5273], [-1.7289, 1.3050, 2.8370], [0.5270, 1.3258, 6.4822], [0.5625, -2.1908, 3.9791]], "forces_ev_per_a": [[0.34, 1.11, -0.56], [0.76, -1.39, 1.79], [-1.05, -0.52, -1.80], [1.20, -1.90, 1.73], [-1.16, 1.61, -2.15], [-0.14, 0.66, 0.63], [-0.39, 0.31, 0.46], [-0.33, -1.18, 0.88], [0.67, 1.32, -0.05], [-2.59, -2.15, 1.55], [0.50, 0.78, -0.10], [0.86, 3.55, -2.85], [0.01, 0.16, 0.04], [0.12, -0.34, -0.14], [0.32, -0.04, 0.37], [0.03, 0.07, 0.06], [-0.35, -0.16, -0.34], [0.10, 0.14, -0.14], [0.48, 0.11, -0.01], [-0.52, 0.12, -0.66], [0.36, 0.76, 0.32], [0.54, 0.24, -0.19], [0.42, 0.12, -0.04], [-0.19, 0.57, -1.16], [0.35, -0.28, 0.70], [0.49, 0.22, 0.58], [-0.21, 0.31, 0.50], [0.55, -0.30, 0.39], [-0.45, -0.76, 0.08], [-0.40, 0.18, -0.21], [-0.38, -0.27, -0.21], [-0.03, 0.08, -0.28], [0.17, 0.02, -0.10], [0.17, 0.11, 0.07], [0.01, 0.18, -0.02], [0.10, -0.40, 0.28], [0.15, 0.09, -0.39], [-0.39, 0.08, -0.07], [1.03, -1.42, -0.17], [-0.54, 1.32, -0.47], [-0.17, -1.05, 1.53], [-0.60, -1.91, 0.81], [0.07, 0.24, 0.24], [0.44, 0.15, 0.02], [0.30, -1.61, -0.36], [0.16, -0.15, -0.31], [-1.11, 0.64, -1.46], [0.20, 0.19, 0.50], [1.93, -1.93, 2.76], [-0.90, -0.33, -2.34], [-0.68, 1.93, -0.12], [-0.18, 3.40, 0.76], [0.54, -1.37, 1.27], [-0.84, -1.63, -1.76], [0.34, 0.01, -0.01], [0.11, 0.00, 0.04], [-0.19, 0.31, 0.13]], "mulliken_spin": [0.1936, 0.1724, 0.0984, 0.6585, -0.0015, -0.0079, 0.1450, -0.0067, 0.7287, 1.9109, 0.0029, 0.2696, 0.0060, 0.0041, -0.0076, 0.0510, 0.0131, -0.0038, -0.0046, -0.0003, -0.0089, 0.0659, 0.0537, -0.0105, -0.0201, 0.0510, 0.0396, 0.0148, 0.0292, 0.0361, 0.0407, 0.0063, 0.0055, -0.0068, -0.0097, 0.0039, 0.0272, -0.0028, 0.1823, 0.0005, 0.0037, 0.2453, 0.0146, 0.0553, -0.0154, -0.0008, 0.0073, 0.0135, -0.0009, 0.0026, 0.0000, 0.0030, -0.0008, 0.0041, -0.0506, 0.0004, -0.0009]}

***

The following calculated total energy values (in Ha) correspond, in order, to the records above: -2420.3781, -1838.0314.